## i
# C3H7BO2

A 2-piece molecular cluster, C3H7BO2 overall (ωB97M-V/def2-TZVPD, the Open Molecules 2025 dataset).

Structure (ORCA input):
```
! wB97M-V def2-TZVPD RIJCOSX def2/J DEFGRID3
* xyz 0 1
B -1.37864 0.95021 -0.41562
C -2.01939 -1.72010 -1.43344
C 1.57221 -0.27550 1.20296
C 0.96422 0.51437 0.11201
O -3.00734 -1.69121 -1.98621
O -0.38229 0.33287 0.20905
H -2.44466 0.75961 -0.04838
H -1.14934 1.65398 -1.32115
H 1.60279 0.00858 2.25762
H 1.05202 -1.23199 1.19371
H 2.66198 -0.70142 1.04706
H 1.27907 -0.09865 -0.80560
H 1.24938 1.49925 -0.01203
*
```

Its LUMO energy is 0.753 eV.


## ii
# C3H7BO2

An isolated molecule of C3H7BO2 (ωB97M-V/def2-TZVPD, the Open Molecules 2025 dataset).

Structure (ORCA input):
```
! wB97M-V def2-TZVPD RIJCOSX def2/J DEFGRID3
* xyz 0 1
B 1.96206 0.11451 -0.09413
C 0.48015 0.56086 -0.04082
C -0.51645 -0.38670 -0.00804
C -1.97527 0.03557 0.01406
O 2.12581 -1.29700 0.18635
O 2.95890 0.96732 -0.11924
H 0.13826 1.67332 0.09553
H -0.14074 -1.47523 -0.14324
H -2.67528 -0.52358 0.69842
H -2.35779 -0.27726 -0.92934
H -1.79910 1.04707 0.23396
H 3.03217 -1.68556 0.13322
H 3.79756 0.64390 0.00835
*
```

As for the SMILES: C/C=C/B(O)O. Its LUMO energy is 0.381 eV.


Going by the energies, ii is most stable and the next is 2.334 eV up.


## i
# C3H3NS2

An isolated molecule of C3H3NS2 (ωB97M-V/def2-TZVPD, the Open Molecules 2025 dataset).

Structure (ORCA input):
```
! wB97M-V def2-TZVPD RIJCOSX def2/J DEFGRID3
* xyz 0 1
C -0.12431 -0.10664 -0.01598
C -0.26006 -1.44941 0.00501
C -2.46934 0.46805 -0.01403
N -1.22002 0.76819 -0.00873
S -3.99650 0.79183 0.00522
S -1.74937 -2.25478 -0.00206
H 0.83290 0.38184 -0.03060
H 0.63380 -2.05251 0.02317
H -0.95881 1.75268 0.01005
*
```

Its LUMO energy (alpha / beta) is -1.191 / -1.190 eV.


## ii
# C3H3NS2

C3H3NS2 as an isolated structure (ωB97M-V/def2-TZVPD, the Open Molecules 2025 dataset).

Structure (ORCA input):
```
! wB97M-V def2-TZVPD RIJCOSX def2/J DEFGRID3
* xyz 0 1
C 1.44741 0.92421 0.26780
C 0.99791 -0.38883 0.48037
C -0.88002 -0.54809 0.21485
N 1.61072 1.95507 -0.20371
S 1.80062 -1.70742 0.76590
S -1.47440 0.94087 -0.52240
H -1.37968 -0.44230 1.25296
H -0.81599 -1.50329 -0.35707
H -1.30655 0.76978 -1.89870
*
```

Its LUMO energy is -1.374 eV.


Going by the energies, i is most stable and the next is 0.364 eV up.


## i
# C3H3NS2

An isolated molecule of C3H3NS2 (ωB97M-V/def2-TZVPD, the Open Molecules 2025 dataset).

Structure (ORCA input):
```
! wB97M-V def2-TZVPD RIJCOSX def2/J DEFGRID3
* xyz 0 1
C -0.87642 1.56309 1.12368
C 0.42034 -0.67675 -0.35393
C 0.93633 -1.27013 -1.38820
N -1.36725 0.39920 1.28120
S 0.60620 1.81309 0.36966
S -0.61882 -1.04683 0.91951
H -1.37000 2.35775 1.71041
H 0.40638 -2.02575 -1.75582
H 1.86323 -1.11366 -1.90649
*
```

Its LUMO energy (alpha / beta) is -1.153 / -1.152 eV.


## ii
# C3H3NS2

A 2-piece molecular cluster, C3H3NS2 overall (ωB97M-V/def2-TZVPD, the Open Molecules 2025 dataset).

Structure (ORCA input):
```
! wB97M-V def2-TZVPD RIJCOSX def2/J DEFGRID3
* xyz 0 1
C 1.06596 -1.70304 0.58699
C -1.04260 0.94464 0.24680
C 0.02458 1.01516 -0.69183
N 0.61980 -1.82112 -0.47494
S -1.49453 0.45240 1.73701
S -1.72595 1.26839 -1.29405
H 0.37789 -0.07324 -1.02567
H 1.40831 -1.90809 1.60113
H 0.76655 1.82489 -0.68543
*
```

As for the SMILES: S=C1CS1.C#N. Its LUMO energy is -0.311 eV.


Going by the energies, ii is most stable and the next is 1.040 eV up.


## i
# C3H3NS2

A 2-piece molecular cluster, C3H3NS2 overall (ωB97M-V/def2-TZVPD, the Open Molecules 2025 dataset).

Structure (ORCA input):
```
! wB97M-V def2-TZVPD RIJCOSX def2/J DEFGRID3
* xyz 0 1
C 0.36269 1.03513 0.52446
C -1.60706 1.49419 2.34106
C -0.36758 -1.23616 0.37632
N -0.14491 -0.02251 0.31755
S -2.41893 2.52404 1.50950
S -1.18500 0.34614 3.24553
H -0.10995 1.93563 0.83090
H 0.01998 -1.81655 1.21828
H -0.71698 -1.90369 -0.50332
*
```

Its LUMO energy is -0.429 eV.


## ii
# C3H3NS2

An isolated molecule of C3H3NS2 (ωB97M-V/def2-TZVPD, the Open Molecules 2025 dataset).

Structure (ORCA input):
```
! wB97M-V def2-TZVPD RIJCOSX def2/J DEFGRID3
* xyz 0 1
C 0.67356 -1.37555 -0.39239
C 0.46333 0.01279 -0.05554
C -1.06388 0.37316 0.06748
N 1.02348 -2.46770 -0.49155
S 1.50349 1.32088 -0.74515
S 1.41976 0.82942 1.29775
H -1.46728 -0.51649 0.45645
H -1.45821 0.61950 -0.83392
H -1.09425 1.20397 0.69687
*
```

As for the SMILES: CC1(C#N)SS1. Its LUMO energy is -0.621 eV.


Going by the energies, ii is most stable and the next is 2.354 eV up.